[1]
33
Properties=species:S:1:pos:R:3 method="wB97M-V/def2-TZVPD" largest_force_ev_per_a=2.0 total_energy_ev=-35361.7222
N 0.969 1.432 0.759
C 2.198 1.289 0.135
O 2.386 0.612 -0.864
N 3.278 1.985 0.717
C 3.296 2.802 1.841
O 4.351 3.308 2.241
C 1.982 2.918 2.375
C 0.928 2.242 1.791
H 4.161 1.844 0.259
H 1.840 3.525 3.240
H -0.065 2.386 2.232
Cl 1.132 -5.565 0.489
C 0.427 -4.055 0.134
C 0.081 -3.184 1.175
C -0.504 -1.949 0.893
C -0.713 -1.510 -0.439
C -1.344 -0.251 -0.698
C -1.585 0.261 -2.080
C -2.665 1.396 -1.929
C -2.905 1.431 -0.452
C -2.160 0.470 0.210
C -0.379 -2.431 -1.477
C 0.186 -3.676 -1.194
H 0.279 -3.474 2.200
H -0.753 -1.278 1.714
H -0.652 0.668 -2.491
H -1.988 -0.523 -2.739
H -2.253 2.335 -2.312
H -3.569 1.154 -2.509
H -3.587 2.141 0.013
H -2.260 0.234 1.272
H -0.560 -2.166 -2.520
H 0.447 -4.370 -1.983

***

[2]
51
Properties=species:S:1:pos:R:3 method="wB97M-V/def2-TZVPD" largest_force_ev_per_a=3.7 total_energy_ev=-82361.4512
Na 1.566 -10.306 -10.630
C -0.636 -14.395 -11.619
C -0.275 -13.171 -11.028
N 0.813 -12.503 -11.338
C 1.547 -12.983 -12.311
C 1.209 -14.122 -13.071
C 0.087 -14.802 -12.698
C 2.010 -14.521 -14.182
C 3.221 -13.982 -14.428
C 3.654 -12.838 -13.677
C 4.879 -12.207 -13.929
C 5.142 -11.067 -13.233
C 4.223 -10.560 -12.363
N 3.069 -11.170 -12.042
C 2.784 -12.306 -12.697
H -1.614 -14.828 -11.316
H -0.878 -12.737 -10.213
H -0.178 -15.684 -13.248
H 1.703 -15.294 -14.915
H 3.762 -14.292 -15.328
H 5.634 -12.543 -14.659
H 5.995 -10.513 -13.426
H 4.372 -9.623 -11.825
N 3.228 -8.842 -9.566
N 2.623 -8.048 -8.576
C 1.304 -8.309 -8.203
N 0.967 -7.698 -7.106
N 0.688 -9.147 -9.092
N -0.634 -9.414 -8.841
O -1.179 -10.171 -9.648
O -1.202 -8.904 -7.895
H 3.765 -9.585 -9.098
H 3.767 -8.223 -10.143
H 3.171 -7.752 -7.811
H 1.754 -7.466 -6.490
H 0.006 -7.777 -6.834
F 1.054 -12.523 -5.918
C 1.582 -12.322 -7.103
F 1.560 -13.414 -7.833
F 0.754 -11.469 -7.762
S 3.265 -11.543 -6.985
O 3.517 -11.473 -8.374
O 4.185 -12.346 -6.208
N 2.857 -10.193 -6.340
S 3.531 -9.380 -5.143
O 3.481 -7.999 -5.543
O 4.748 -9.762 -4.473
C 2.185 -9.721 -3.813
F 1.580 -10.875 -4.107
F 1.245 -8.753 -3.924
F 2.796 -9.776 -2.636

***

[3]
44
Properties=species:S:1:pos:R:3 method="wB97M-V/def2-TZVPD" largest_force_ev_per_a=1.0 total_charge=-2 total_energy_ev=-143382.6483
Ga 0.697 0.468 1.023
S 1.796 -1.469 1.799
S 1.465 -1.260 3.811
S 2.358 0.552 4.188
S 1.224 1.814 3.023
O -1.589 3.759 -0.134
C -1.285 2.642 0.266
O -0.066 2.238 0.409
C -2.412 1.672 0.589
C -3.654 2.023 0.134
C -4.780 1.255 0.440
C -4.669 0.150 1.254
C -3.433 -0.234 1.716
C -2.221 0.470 1.365
O -1.090 0.071 1.759
N -3.429 -1.430 2.573
O -4.497 -1.745 3.107
O -2.384 -1.986 2.813
N -6.082 1.627 -0.076
O -7.057 0.955 0.243
O -6.153 2.570 -0.850
H -3.747 2.929 -0.447
H -5.541 -0.420 1.523
C 4.384 2.722 -1.348
Te 3.097 2.635 0.382
C 4.737 2.005 1.586
H 4.771 1.727 -1.575
H 5.206 3.416 -1.168
H 3.785 3.073 -2.191
H 5.479 2.800 1.658
H 5.180 1.110 1.150
H 4.339 1.765 2.572
Te 0.364 -0.015 -1.576
C 0.949 -1.965 -2.165
C 1.829 -2.779 -1.445
C 2.193 -4.033 -1.924
C 1.696 -4.502 -3.134
C 0.822 -3.702 -3.861
C 0.452 -2.451 -3.380
H 2.230 -2.438 -0.503
H 2.872 -4.646 -1.341
H 1.984 -5.479 -3.506
H 0.419 -4.055 -4.804
H -0.240 -1.840 -3.953

***

[4]
38
Properties=species:S:1:pos:R:3 method="wB97M-V/def2-TZVPD" s_squared=0.964 largest_force_ev_per_a=2.7 total_charge=+1 spin_multiplicity=2 total_energy_ev=-181636.2574
Pt 0.755 1.693 0.697
Se -2.095 1.694 0.974
Te -1.073 3.300 -0.518
Te 3.200 1.279 1.674
Se 1.561 -0.017 2.928
S 0.997 -3.705 -3.357
C 0.861 -2.270 -2.289
C 1.352 -1.040 -2.704
C 1.163 0.050 -1.877
N 0.572 -0.041 -0.691
C 0.112 -1.220 -0.281
C 0.231 -2.360 -1.055
C -0.648 -3.438 -4.047
C -1.757 -3.952 -3.398
C -3.003 -3.670 -3.948
N -3.152 -2.939 -5.032
C -2.093 -2.459 -5.648
C -0.797 -2.680 -5.196
H 1.861 -0.935 -3.647
H 1.489 1.038 -2.181
H -0.362 -1.245 0.694
H -0.164 -3.302 -0.715
H -1.654 -4.564 -2.515
H -3.911 -4.043 -3.496
H -2.291 -1.876 -6.535
H 0.057 -2.290 -5.725
O 0.454 3.414 2.224
N 0.589 3.315 3.506
C -0.340 2.679 4.243
C -0.217 2.616 5.610
C 0.875 3.197 6.243
C 1.836 3.820 5.459
C 1.669 3.857 4.094
H -1.163 2.235 3.699
H -0.980 2.111 6.178
H 0.968 3.162 7.317
H 2.716 4.271 5.888
H 2.380 4.317 3.426

***

[5]
38
Properties=species:S:1:pos:R:3 method="wB97M-V/def2-TZVPD" largest_force_ev_per_a=0.5 relative_energy_kj_mol=0.00 total_energy_ev=-52673.6177
Rh 1.555 -1.889 -0.622
O 2.266 -2.135 1.238
S 0.890 -2.679 1.775
O 1.064 -3.776 2.666
O 0.145 -1.544 2.271
O 0.309 -3.120 0.406
O -0.512 -1.422 -4.123
C 0.085 -1.244 -3.090
O 0.854 -2.124 -2.506
C 0.012 0.114 -2.367
P 0.140 -0.196 -0.589
C 0.786 1.273 0.215
C 1.573 1.149 1.361
C 2.071 2.294 1.965
C 1.785 3.545 1.436
C 0.999 3.665 0.298
C 0.498 2.529 -0.318
C -1.506 -0.570 -0.013
C -2.218 -1.588 -0.645
C -3.519 -1.847 -0.254
C -4.100 -1.100 0.763
C -3.382 -0.098 1.399
C -2.077 0.168 1.018
H -0.889 0.653 -2.651
H 0.890 0.695 -2.662
H 1.776 0.168 1.769
H 2.681 2.206 2.854
H 2.175 4.434 1.914
H 0.774 4.641 -0.109
H -0.118 2.623 -1.203
H -1.756 -2.192 -1.417
H -4.076 -2.639 -0.736
H -5.116 -1.310 1.069
H -3.832 0.469 2.203
H -1.501 0.925 1.532
N 3.788 0.009 -1.644
C 2.955 -0.695 -1.267
H 4.531 0.608 -1.937

***

[6]
38
Properties=species:S:1:pos:R:3 method="wB97M-V/def2-TZVPD" largest_force_ev_per_a=3.1 total_charge=-1 relative_energy_kj_mol=0.00 total_energy_ev=-99973.6006
C -4.166 0.604 -1.358
C -3.395 -0.685 -1.340
O -1.996 -0.245 -1.287
C -1.174 -1.304 -1.292
O -1.550 -2.467 -1.362
N 0.154 -0.876 -1.214
C 1.238 -1.757 -1.379
C 1.202 -3.141 -1.367
C 2.420 -3.826 -1.389
C 3.626 -3.097 -1.398
C 3.626 -1.692 -1.393
Br 5.243 -0.724 -1.302
C 2.418 -1.003 -1.409
C 1.985 0.402 -1.294
N 2.820 1.572 -1.365
O 3.424 1.815 -2.428
O 2.903 2.295 -0.351
C 0.639 0.428 -1.093
H -5.242 0.422 -1.343
H -3.901 1.217 -0.489
H -3.926 1.170 -2.266
H -3.607 -1.300 -0.455
H -3.555 -1.289 -2.244
H 0.237 -3.633 -1.340
H 2.434 -4.914 -1.390
H 4.578 -3.615 -1.394
H 0.000 1.267 -0.877
C -0.472 2.343 4.941
C -0.588 2.277 3.468
C -0.002 1.326 2.541
N -0.426 1.649 1.301
C -1.223 2.756 1.429
N -1.331 3.151 2.745
H 0.184 1.548 5.314
H -0.064 3.316 5.253
H -1.461 2.231 5.410
H 0.656 0.508 2.811
H -1.711 3.272 0.607

***

[7]
37
Properties=species:S:1:pos:R:3 method="wB97M-V/def2-TZVPD" s_squared=2.009 largest_force_ev_per_a=3.5 total_charge=-2 relative_energy_kj_mol=89.45 spin_multiplicity=3 total_energy_ev=-110047.5140
Ni 7.041 6.470 10.921
Cl 6.208 11.335 5.305
C 6.079 9.938 6.424
C 5.872 8.655 5.871
C 6.010 7.544 6.669
Cl 5.658 6.006 5.976
C 6.266 7.632 8.078
O 6.341 6.606 8.770
C 6.362 9.011 8.618
C 6.210 9.328 10.012
O 6.135 8.488 10.952
C 6.375 10.094 7.750
H 5.376 8.517 4.869
H 6.402 10.367 10.346
H 6.395 11.037 8.253
C 9.941 5.379 9.040
Si 9.327 6.789 10.258
C 10.513 6.898 11.690
C 9.449 8.522 9.196
C 9.643 9.748 9.831
C 9.799 10.829 9.030
C 9.554 10.837 7.639
C 9.381 9.655 7.052
C 9.334 8.519 7.841
H 10.993 5.533 8.701
H 9.270 5.408 8.195
H 9.779 4.394 9.503
H 11.285 7.692 11.708
H 11.078 6.040 11.769
H 9.881 7.061 12.570
H 9.702 9.830 10.900
H 9.978 11.815 9.408
H 9.528 11.755 7.044
H 9.323 9.471 6.065
H 9.054 7.619 7.410
I 7.182 6.648 13.725
I 6.522 3.774 10.754

***

[8]
37
Properties=species:S:1:pos:R:3 method="wB97M-V/def2-TZVPD" largest_force_ev_per_a=1.0 relative_energy_kj_mol=14.88 total_energy_ev=-60785.1521 smiles="CC(=O)N(C)c1ccc(NS(=O)(=O)c2cc(Cl)ccc2Cl)cc1"
C 2.144 -1.516 5.008
C 1.011 -1.408 4.010
O -0.120 -1.738 4.291
N 1.353 -0.919 2.777
C 2.721 -0.603 2.426
C 0.382 -0.852 1.750
C -0.889 -0.346 2.008
C -1.840 -0.306 1.009
C -1.543 -0.762 -0.272
N -2.526 -0.755 -1.260
S -2.248 -0.629 -2.890
O -1.432 -1.712 -3.340
O -3.530 -0.430 -3.484
C -1.271 0.879 -3.082
C -0.055 0.793 -3.728
C 0.686 1.946 -3.942
Cl 2.197 1.849 -4.756
C 0.210 3.179 -3.513
C -1.009 3.258 -2.864
C -1.753 2.104 -2.650
Cl -3.271 2.193 -1.864
C -0.267 -1.245 -0.541
C 0.680 -1.295 0.464
H 2.951 -2.133 4.622
H 1.751 -1.968 5.914
H 2.537 -0.530 5.251
H 3.330 -1.503 2.299
H 3.174 0.018 3.199
H 2.723 -0.041 1.494
H -1.137 0.001 2.998
H -2.828 0.077 1.222
H -3.426 -0.393 -0.984
H 0.284 -0.176 -4.061
H 0.786 4.073 -3.693
H -1.393 4.207 -2.530
H -0.037 -1.611 -1.527
H 1.653 -1.706 0.242